24
Properties=species:S:1:pos:R:3 method="wB97M-V/def2-TZVPD" lumo_energy_ev="-4.854 / -8.652" multiplicity=2 s_squared=0.7525 total_charge=+1 orbital_gap_ev="9.56 / 5.76" e_homo_ha="-0.530 / -0.530"
C 0.845 -2.019 -0.544
C 1.128 -0.958 -1.609
C 0.377 0.249 -1.252
C -0.199 1.095 -2.211
H -0.213 -2.203 -0.354
H 1.248 -2.967 -0.842
H 1.276 -1.804 0.418
H 0.853 -1.284 -2.609
H 2.170 -0.635 -1.437
H 0.107 0.375 -0.213
H -0.804 1.922 -1.858
H -0.152 0.936 -3.281
H 1.236 1.363 1.293
H 2.426 2.350 1.014
O 1.739 1.815 0.610
H -3.677 -1.883 0.066
H -3.043 -1.085 -1.150
O -3.851 -1.408 -0.750
H 0.574 -0.902 4.032
H -0.291 -0.428 2.916
O 0.358 -1.115 3.117
H -0.807 2.811 0.764
H -0.642 3.277 2.222
O -0.658 2.497 1.658

28
Properties=species:S:1:pos:R:3 method="wB97M-V/def2-TZVPD" lumo_energy_ev=0.677 smiles=NC(N)(N)CBCC(N)(N)N orbital_gap_ev=9.60 e_homo_ha=-0.328
N 3.174 1.116 0.827
C 2.125 0.356 0.167
N 2.806 -0.619 -0.675
N 1.310 -0.183 1.253
C 1.218 1.196 -0.768
B -0.058 0.457 -1.311
C -1.548 0.663 -0.858
C -2.047 -0.394 0.154
N -1.772 -0.113 1.548
N -1.292 -1.623 -0.158
N -3.502 -0.482 0.059
H 3.743 1.580 0.127
H 2.756 1.843 1.397
H 3.252 -1.326 -0.101
H 2.147 -1.088 -1.286
H 1.906 -0.403 2.042
H 0.800 -1.016 0.977
H 1.838 1.453 -1.630
H 0.963 2.121 -0.249
H 0.119 -0.291 -2.239
H -2.185 0.563 -1.740
H -1.750 1.650 -0.442
H -0.849 0.292 1.669
H -2.474 0.531 1.891
H -1.595 -2.368 0.462
H -1.463 -1.911 -1.116
H -3.779 -0.925 -0.811
H -3.842 -1.077 0.810

27
Properties=species:S:1:pos:R:3 method="wB97M-V/def2-TZVPD" lumo_energy_ev="2.799 / 2.842" total_charge=-1 orbital_gap_ev="4.55 / 2.60" e_homo_ha="-0.064 / 0.009"
C 1.081 -2.405 1.017
Mg 1.964 -1.290 -0.639
N 2.267 0.407 -1.775
H 3.628 -1.537 -0.229
H 2.122 0.314 -2.763
H 2.138 -1.125 1.172
H 1.805 -3.098 1.513
H 0.365 -3.147 0.467
H 0.405 -1.960 1.787
H 1.551 1.028 -1.454
H 3.155 0.870 -1.673
C -2.958 -0.293 1.744
O -1.903 0.451 1.030
P -0.383 0.169 0.506
O -0.510 0.487 -1.133
C -1.325 -0.245 -2.119
O 0.525 1.489 0.953
C 0.174 2.893 0.750
H -2.708 -0.607 2.759
H -3.248 -1.244 1.265
H -3.769 0.420 1.736
H -0.953 -1.285 -2.232
H -2.364 -0.338 -1.755
H -1.298 0.304 -3.069
H 0.602 3.286 -0.167
H -0.892 3.017 0.699
H 0.531 3.439 1.611

32
Properties=species:S:1:pos:R:3 method="wB97M-V/def2-TZVPD" lumo_energy_ev="-7.737 / -7.736" total_charge=+2 orbital_gap_ev="8.37 / 8.37" e_homo_ha="-0.592 / -0.592"
C 1.709 -0.541 -0.418
C 1.997 0.913 -0.565
C 0.640 -0.904 0.672
C -1.741 -0.878 -0.208
N 2.447 1.286 0.836
N 1.995 0.799 1.831
N -0.751 -0.382 0.600
N 1.210 -0.211 1.897
N 2.538 -1.413 -0.908
N 3.063 1.129 -1.488
N 0.585 -2.316 0.861
N -2.800 -0.138 -0.400
N -1.627 -2.091 -0.740
N 0.779 1.662 -0.762
N -3.755 2.062 0.625
H -0.791 0.625 0.719
H 0.861 -0.478 2.811
H 3.217 -1.046 -1.579
H 2.501 -2.406 -0.722
H 2.923 1.947 -2.069
H 3.959 1.232 -1.026
H 1.467 -2.709 1.170
H -0.120 -2.574 1.544
H -3.551 -0.549 -0.937
H -3.083 0.830 0.070
H -0.826 -2.672 -0.535
H -2.395 -2.495 -1.252
H 0.497 1.610 -1.735
H 0.927 2.642 -0.535
H -3.886 2.030 1.632
H -4.684 2.090 0.212
H -3.306 2.944 0.399

25
Properties=species:S:1:pos:R:3 method="wB97M-V/def2-TZVPD" lumo_energy_ev="-11.929 / -13.204" multiplicity=2 s_squared=0.7542 total_charge=+2 orbital_gap_ev="5.74 / 4.47" e_homo_ha="-0.649 / -0.649"
C 0.762 0.339 -0.627
N 2.007 -0.064 -0.061
C -0.294 -0.822 -0.968
N -1.207 -0.718 1.672
C -2.611 -0.787 -1.800
C -1.140 -0.690 -2.194
H 0.219 1.029 0.087
H 0.861 0.935 -1.553
H 1.599 -0.677 0.717
H 2.483 -0.733 -0.748
H 0.019 -1.850 -0.858
H -1.971 -0.793 2.314
H -1.285 -0.872 0.694
H -0.364 -0.244 2.015
H -3.310 -0.762 -2.612
H -2.885 -1.753 -1.376
H -2.954 -0.084 -1.028
H -0.996 0.251 -2.696
H -0.995 -1.523 -2.858
H 3.111 3.018 1.134
H 2.469 1.779 0.249
O 2.378 2.284 1.069
H 1.226 0.554 3.851
H 1.671 1.521 2.683
O 1.207 0.661 2.891

25
Properties=species:S:1:pos:R:3 method="wB97M-V/def2-TZVPD" lumo_energy_ev=0.606 smiles=CCNCC.O.O.O orbital_gap_ev=9.93 e_homo_ha=-0.343
C 0.842 -0.372 1.220
N 0.475 -0.682 -0.172
C 0.007 0.421 -1.006
C 0.961 1.314 -1.859
C 1.647 0.938 1.402
H -0.099 -0.322 1.766
H 1.403 -1.248 1.517
H 1.209 -1.107 -0.704
H -0.749 0.067 -1.678
H -0.388 1.129 -0.275
H 0.848 0.953 -2.875
H 0.653 2.353 -1.748
H 1.986 1.290 -1.490
H 2.657 0.549 1.559
H 1.489 1.490 2.332
H 1.555 1.651 0.593
H -0.990 2.023 1.902
H -1.905 1.007 1.125
O -1.871 1.860 1.562
H -0.246 -2.704 0.569
H -1.835 -2.839 0.497
O -1.045 -2.980 1.022
H -2.983 -1.447 -1.916
H -1.410 -1.406 -1.714
O -2.210 -1.937 -1.631

25
Properties=species:S:1:pos:R:3 method="wB97M-V/def2-TZVPD" lumo_energy_ev="-2.897 / -7.282" multiplicity=2 s_squared=0.7541 total_charge=+1 orbital_gap_ev="11.50 / 7.12" e_homo_ha="-0.529 / -0.529"
C -2.909 -0.523 -1.448
C -1.748 0.470 -1.361
N -0.424 -0.048 -1.063
C 0.202 0.512 0.120
C -0.168 -1.442 -1.309
H -3.054 -0.854 -2.477
H -2.790 -1.354 -0.753
H -3.822 -0.040 -1.135
H -1.949 1.286 -0.658
H -1.682 1.047 -2.305
H -0.423 0.380 1.003
H 0.326 1.597 0.010
H 1.215 0.143 0.176
H 0.215 -1.917 -0.413
H -0.999 -1.999 -1.726
H 0.670 -1.511 -2.014
H 2.038 -0.950 4.922
H 1.165 -1.671 3.911
O 1.478 -0.790 4.154
H 1.568 2.388 3.220
H 1.754 0.963 2.731
O 1.812 1.889 2.434
H 3.069 1.161 -1.574
H 1.767 0.564 -2.105
O 2.690 0.697 -2.341

26
Properties=species:S:1:pos:R:3 method="wB97M-V/def2-TZVPD" lumo_energy_ev=0.347 smiles="CC(C)=CN.O.O.O.O" orbital_gap_ev=8.11 e_homo_ha=-0.285
C 1.763 -0.266 -1.017
C 0.320 -0.056 -1.414
C -0.694 -0.768 -0.916
N -0.611 -1.730 0.140
C 0.090 0.870 -2.594
H 1.758 -0.426 0.053
H 2.058 -1.229 -1.495
H 2.413 0.478 -1.455
H -1.694 -0.587 -1.283
H 0.308 -2.113 0.358
H -1.245 -2.491 -0.062
H -0.422 1.743 -2.164
H 1.002 1.189 -3.070
H -0.672 0.541 -3.329
H -3.097 2.436 -1.393
H -2.166 1.949 -0.250
O -2.189 2.390 -1.087
H -0.399 -0.998 2.376
H 0.780 -0.448 1.714
O 0.392 -0.469 2.584
H 2.891 -2.733 0.784
H 2.056 -3.244 1.871
O 1.993 -2.644 1.120
H -1.121 2.259 2.957
H -0.845 1.819 1.549
O -1.001 2.597 2.070

28
Properties=species:S:1:pos:R:3 method="wB97M-V/def2-TZVPD" lumo_energy_ev=0.547 smiles="CC(=O)NCCS.O.O.O.O" orbital_gap_ev=9.62 e_homo_ha=-0.334
O 1.326 1.539 -0.499
C 1.741 0.466 -0.974
N 1.131 -0.730 -0.546
C 0.497 -0.760 0.754
C 1.256 -1.557 1.846
S 2.491 -0.697 3.014
C 2.674 0.581 -2.125
H 1.416 -1.594 -0.987
H 0.169 0.275 1.071
H -0.502 -1.399 0.533
H 1.776 -2.315 1.425
H 0.661 -1.937 2.793
H 2.848 0.475 2.517
H 3.068 1.657 -2.059
H 3.433 -0.264 -1.918
H 2.333 0.409 -3.099
H -3.034 -0.233 0.510
H -3.583 -0.510 -0.950
O -2.985 -0.828 -0.303
H -1.952 -1.330 -1.675
H -2.669 -2.567 -2.285
O -1.810 -2.146 -2.214
H -3.725 2.117 1.006
H -2.150 1.964 0.690
O -2.984 1.506 1.136
H -0.017 2.266 1.269
H -0.581 2.965 0.085
O -0.829 2.648 0.985

30
Properties=species:S:1:pos:R:3 method="wB97M-V/def2-TZVPD" lumo_energy_ev=0.038 smiles="C[C@@H](C=O)NC(=O)O.O.O.O.O.O" orbital_gap_ev=9.76 e_homo_ha=-0.357
O -1.238 -0.632 -3.220
C -1.525 -0.426 -2.069
C -0.426 -0.399 -1.012
C -0.091 -1.772 -0.466
N -0.755 0.549 0.056
C -1.798 0.263 0.853
O -1.746 1.104 1.968
O -2.734 -0.486 0.717
H -2.555 -0.183 -1.779
H 0.435 0.016 -1.500
H -1.036 -2.295 -0.337
H 0.481 -1.778 0.467
H 0.549 -2.443 -1.044
H -0.022 1.084 0.483
H -2.560 0.940 2.458
H -0.010 1.461 2.654
H 0.856 1.468 3.899
O 0.902 1.518 2.942
H 4.449 2.628 -2.355
H 4.005 1.753 -3.468
O 3.959 2.675 -3.185
H -2.105 -4.313 0.772
H -2.838 -3.020 0.652
O -2.777 -3.886 0.225
H 2.291 1.845 0.952
H 2.564 0.900 -0.173
O 1.979 1.610 0.071
H 3.433 0.455 1.939
H 4.132 -0.784 2.356
O 3.709 -0.395 1.581

40
Properties=species:S:1:pos:R:3 method="wB97M-V/def2-TZVPD" lumo_energy_ev=2.348 total_charge=-1 orbital_gap_ev=10.49 e_homo_ha=-0.299
O -0.325 -1.727 -2.073
C -0.340 -0.844 -1.261
O 0.240 -0.832 -0.088
B -0.093 0.456 0.618
O -0.678 1.287 -0.447
C -0.977 0.553 -1.489
O -1.513 0.898 -2.510
O 1.117 1.036 1.196
C 1.045 0.983 2.521
O 1.881 1.305 3.307
C -0.405 0.545 2.874
O -0.988 0.187 1.740
O -0.910 0.589 3.956
O -1.114 -0.465 -5.065
H -0.204 -0.158 -5.093
H -1.459 -0.122 -4.227
O 1.627 -3.077 -3.931
H 2.137 -2.352 -3.560
H 0.712 -2.783 -3.847
O -3.768 1.757 1.555
H -2.908 1.554 1.938
H -4.378 1.716 2.296
O 0.217 1.537 6.814
H 1.030 2.016 6.633
H -0.026 1.163 5.959
O -3.692 2.919 -3.941
H -3.540 3.547 -4.652
H -2.930 2.329 -3.960
O 0.936 2.736 -2.896
H 0.221 3.372 -2.997
H 0.479 1.892 -2.817
O 1.058 -3.142 1.783
H 0.671 -2.437 1.255
H 1.906 -3.305 1.363
O 5.107 0.280 3.955
H 4.220 -0.016 4.185
H 5.567 -0.513 3.667
O 0.323 -4.329 -0.668
H -0.461 -4.881 -0.721
H 0.215 -3.676 -1.372

26
Properties=species:S:1:pos:R:3 method="wB97M-V/def2-TZVPD" lumo_energy_ev=-6.441 total_charge=+2 orbital_gap_ev=11.90 e_homo_ha=-0.674
C -1.480 2.186 0.158
C -0.202 1.729 -0.537
C 0.525 0.606 0.204
C -0.320 -0.218 1.108
N -0.164 -1.873 0.888
N 0.740 2.868 -0.494
H -1.280 2.872 0.990
H -1.922 2.869 -0.622
H -2.244 1.530 0.410
H -0.300 1.478 -1.661
H 1.485 0.815 0.810
H 1.090 -0.110 -0.496
H -0.028 -0.311 2.258
H -1.484 -0.295 1.123
H 0.155 -2.508 1.593
H -1.112 -2.249 0.791
H 0.428 -2.098 0.005
H 0.757 3.362 0.355
H 0.489 3.601 -1.224
H 1.771 2.555 -0.448
H -2.403 -3.599 -0.585
H -1.429 -2.998 -1.897
O -1.525 -3.136 -0.898
H 2.671 -3.075 -0.934
H 3.271 -1.793 -0.544
O 2.509 -2.209 -0.354

30
Properties=species:S:1:pos:R:3 method="wB97M-V/def2-TZVPD" lumo_energy_ev="-4.036 / -8.167" multiplicity=2 s_squared=0.7635 total_charge=+1 orbital_gap_ev="10.16 / 6.03" e_homo_ha="-0.522 / -0.522"
C -1.318 -0.234 0.766
C -0.050 0.181 0.196
C 0.843 -0.473 -0.695
N 1.913 0.338 -0.971
C 1.731 1.485 -0.272
N 0.545 1.412 0.474
H -2.031 -0.494 0.045
H -1.171 -1.194 1.375
H -1.780 0.555 1.360
H 0.732 -1.406 -1.055
H 2.371 2.365 -0.300
H 0.068 2.133 0.972
H 0.987 -3.268 -0.042
H 0.507 -4.505 -0.746
O 0.220 -3.623 -0.514
H 2.105 -2.121 1.504
H 2.715 -1.920 0.130
O 2.339 -2.598 0.733
H 0.741 -1.392 3.224
H 1.172 -0.297 2.253
O 1.480 -1.041 2.759
H -1.142 -0.398 -1.989
H -1.964 -0.268 -3.228
O -1.934 0.008 -2.356
H -0.491 2.476 -1.739
H -1.826 1.733 -1.978
O -1.495 2.570 -1.747
H -1.771 2.917 -0.055
H -1.888 3.983 1.002
O -1.608 3.076 0.897

26
Properties=species:S:1:pos:R:3 method="wB97M-V/def2-TZVPD" lumo_energy_ev=-2.918 total_charge=+1 orbital_gap_ev=10.74 e_homo_ha=-0.502
C -0.729 2.178 -1.706
C 0.316 1.598 -0.755
C -0.177 1.338 0.672
C 0.884 1.015 1.707
N 0.866 0.267 -1.367
H -0.202 2.516 -2.598
H -1.242 2.983 -1.195
H -1.406 1.386 -2.012
H 1.200 2.216 -0.595
H -0.728 2.278 0.820
H -1.006 0.653 0.847
H 1.115 1.805 2.422
H 0.611 0.189 2.358
H 1.875 0.820 1.274
H 1.758 0.511 -1.799
H 0.907 -0.385 -0.589
H 0.251 -0.061 -2.121
H 1.967 -3.919 4.189
H 3.497 -4.008 3.669
O 2.606 -3.870 3.458
H -3.048 -0.604 0.753
H -3.994 -0.261 -0.333
O -3.098 -0.075 -0.044
H -1.091 -2.961 -1.619
H -0.620 -3.045 -3.131
O -0.513 -2.566 -2.304

30
Properties=species:S:1:pos:R:3 method="wB97M-V/def2-TZVPD" lumo_energy_ev="-5.973 / -12.123" multiplicity=2 s_squared=0.7540 total_charge=+2 orbital_gap_ev="11.78 / 5.62" e_homo_ha="-0.653 / -0.652"
Li -15.852 -14.056 1.569
O -14.177 -12.811 1.694
H -13.927 -12.520 0.817
H -14.071 -12.035 2.244
O -14.837 -15.605 0.566
H -14.768 -16.507 0.254
H -14.286 -15.101 -0.033
O -15.668 -14.939 3.310
H -15.050 -15.482 3.799
H -16.523 -15.332 3.486
O -17.971 -15.210 1.352
H -18.755 -14.958 0.864
H -18.203 -16.042 1.764
C -17.236 -12.011 -1.814
C -16.530 -11.355 -0.620
C -16.831 -9.860 -0.505
O -18.199 -9.651 -0.416
C -18.593 -8.309 -0.126
N -16.779 -12.139 0.624
H -16.944 -11.449 -2.701
H -18.317 -12.003 -1.676
H -16.943 -13.045 -1.995
H -15.508 -11.541 -0.950
H -16.481 -9.262 -1.347
H -16.326 -9.491 0.387
H -19.578 -8.239 0.337
H -18.684 -7.919 -1.139
H -17.909 -7.664 0.426
H -16.382 -11.595 1.376
H -17.773 -12.283 0.727

30
Properties=species:S:1:pos:R:3 method="wB97M-V/def2-TZVPD" lumo_energy_ev=3.420 total_charge=-1 orbital_gap_ev=7.45 e_homo_ha=-0.148
C -1.388 -0.093 0.510
N -1.877 -1.465 0.696
C -1.452 -2.405 -0.321
N -0.066 -2.851 -0.277
C -0.670 0.474 1.729
C 0.607 1.228 1.379
S 1.952 0.159 0.710
H -0.717 -0.062 -0.352
H -2.241 0.539 0.242
H -1.601 -1.809 1.602
H -1.632 -1.955 -1.294
H -2.088 -3.285 -0.247
H 0.158 -3.157 0.660
H 0.566 -2.087 -0.485
H -0.419 -0.326 2.427
H -1.337 1.146 2.278
H 0.409 1.985 0.623
H 0.990 1.723 2.263
H -1.364 3.140 -1.882
H -2.107 2.726 -0.611
O -2.073 3.427 -1.269
H 1.281 -1.696 1.868
H 2.007 -2.885 2.472
O 1.116 -2.582 2.273
H 1.775 0.437 -1.439
H 0.839 -0.408 -2.293
O 1.418 0.362 -2.361
H 0.789 3.326 -2.640
H 0.569 1.815 -2.742
O 0.119 2.681 -2.894

29
Properties=species:S:1:pos:R:3 method="wB97M-V/def2-TZVPD" lumo_energy_ev=0.071 smiles=COC[C@H](C)N.O.O.O.O orbital_gap_ev=8.92 e_homo_ha=-0.325
O 2.110 -2.168 -4.664
H 2.646 -2.465 -5.408
H 1.312 -2.708 -4.699
O -1.522 -2.115 -2.524
H -2.289 -2.029 -1.945
H -1.891 -2.129 -3.416
O 0.970 -0.124 -2.745
H 1.512 -0.680 -3.327
H 0.108 -0.562 -2.719
O 2.631 2.171 -1.582
H 2.092 1.423 -1.880
H 2.888 2.623 -2.392
C -0.020 0.676 0.370
C -0.205 0.211 1.822
C -1.619 0.468 2.292
O -1.807 0.584 3.700
C -1.000 1.563 4.312
N 0.170 -1.224 1.941
H -0.708 0.171 -0.315
H 1.003 0.539 0.027
H -0.243 1.741 0.229
H 0.532 0.746 2.427
H -2.264 -0.348 1.952
H -2.012 1.377 1.819
H -1.579 1.935 5.166
H -0.791 2.422 3.664
H -0.040 1.224 4.715
H 0.702 -1.562 1.154
H -0.687 -1.757 2.027